i | An isolated molecule of C3H5FOS, computed with ωB97M-V/def2-TZVPD.

```
11
Properties=species:S:1:pos:R:3:nbo_charge:R:1
O 1.121 1.077 -1.190 -0.939
H -0.047 -2.670 -1.039 0.218
H 0.077 0.474 1.865 0.240
F -1.793 -1.116 -0.042 -0.326
H 1.036 1.520 1.265 0.263
S -0.375 1.030 -0.619 1.132
C -0.605 -0.736 -0.497 0.151
C 0.170 -1.631 -1.063 -0.444
C -0.006 1.362 1.223 -0.783
H -0.767 2.104 1.556 0.235
H 1.188 -1.415 -1.459 0.253
```

E_HOMO   -9.5313 eV
Net charge   0
Gap between HOMO and LUMO   10.1660 eV
Spin multiplicity   1



ii | An isolated molecule of C3H5FOS, computed with ωB97M-V/def2-TZVPD.

```
11
Properties=species:S:1:pos:R:3:nbo_charge:R:1
H -1.269 -1.062 0.702 0.206
C -1.652 -0.580 -0.164 -0.049
H -2.083 -1.199 -1.091 0.207
H 1.729 0.746 1.043 0.202
C -0.575 0.368 -0.507 0.286
H 2.428 -0.835 0.787 0.202
O 0.483 -0.437 -0.410 -0.525
S -0.657 2.105 -0.128 -0.143
F -2.769 0.123 0.238 -0.355
H 2.547 0.614 -0.679 0.232
C 1.818 0.157 0.209 -0.264
```

E_HOMO   -8.8826 eV
Net charge   0
Gap between HOMO and LUMO   8.4804 eV
Spin multiplicity   1



iii | An isolated molecule of C3H5FOS, computed with ωB97M-V/def2-TZVPD.

```
11
Properties=species:S:1:pos:R:3:nbo_charge:R:1
S -2.649 -0.821 -0.142 0.014
F 0.057 -1.916 -0.047 -0.337
C 1.224 0.069 -0.354 -0.648
O -1.380 1.388 0.027 -0.648
H 1.931 -0.697 -0.763 0.258
C 0.041 -0.640 0.435 0.113
H 0.280 -0.651 1.463 0.192
H 0.644 0.607 -1.165 0.210
C -1.255 0.013 0.049 0.163
H 1.588 0.852 0.324 0.206
H -0.482 1.797 0.173 0.477
```

E_HOMO   -8.9051 eV
Net charge   0
Gap between HOMO and LUMO   8.8887 eV
Spin multiplicity   1



Stability, descending: iii, i, ii



i | The ion C4H5N2 with charge +1, computed with ωB97M-V/def2-TZVPD.

```
11
Properties=species:S:1:pos:R:3:nbo_charge:R:1
C -2.308 0.249 -0.672 0.114
H -0.645 0.658 -1.920 0.299
C -1.027 -0.137 -1.164 -0.501
H 1.784 0.480 1.071 0.463
H -0.919 0.943 2.111 0.458
H -0.834 -1.181 -1.346 0.281
C -0.258 0.149 0.330 0.597
N -1.162 0.645 1.175 -0.547
H 1.446 -0.272 -0.425 0.427
C -2.375 0.669 0.518 0.162
N 1.043 -0.126 0.521 -0.752
```

E_HOMO (spin up / spin down)   -14.3370 / -14.3347 eV
Net charge   +1
Gap between HOMO and LUMO (spin up / spin down)   7.8348 / 7.8374 eV
Spin multiplicity   1



ii | The ion C4H5N2 with charge +1, computed with ωB97M-V/def2-TZVPD.

```
11
Properties=species:S:1:pos:R:3:nbo_charge:R:1
C 2.768 -0.400 0.111 -0.061
C -1.698 0.541 -0.076 -0.301
H -2.301 0.574 -1.064 0.299
N 0.291 0.547 0.083 0.020
H -2.319 0.540 0.757 0.266
H -0.711 -1.026 1.034 0.250
H -0.448 -1.227 -0.739 0.252
C -0.643 -0.587 0.082 -0.216
C 1.841 0.310 -0.052 0.081
N -0.599 1.433 -0.005 0.109
H 3.819 -0.705 -0.131 0.301
```

E_HOMO   -16.4864 eV
Net charge   +1
Gap between HOMO and LUMO   9.9959 eV
Spin multiplicity   1



iii | A cluster of 2 separate species, C4H5N2 in total, computed with ωB97M-V/def2-TZVPD.

```
11
Properties=species:S:1:pos:R:3:nbo_charge:R:1
H -4.560 0.225 -0.153 0.506
N 0.711 -0.084 0.132 -0.439
C 1.985 0.386 -0.137 -0.078
C -2.878 -0.690 0.511 0.705
N -3.519 0.127 -0.207 -0.934
H 1.907 1.332 -0.601 0.238
C 2.997 -0.269 0.484 -0.289
H 2.839 -1.242 0.827 0.215
H 4.076 -0.103 0.201 0.237
H -3.220 0.817 -1.006 0.520
C -0.339 -0.498 -0.051 0.319
```

E_HOMO   -13.8165 eV
Net charge   +1
Gap between HOMO and LUMO   7.1246 eV
Spin multiplicity   1



Stability, descending: i, iii, ii



i | A structure of composition CH4FIP2, computed with ωB97M-V/def2-TZVPD.

```
9
Properties=species:S:1:pos:R:3:nbo_charge:R:1
P 0.708 -0.224 -0.449 0.287
H -0.917 0.092 1.349 0.239
H -1.664 -0.524 -0.242 0.260
I -0.437 0.007 -3.479 -0.247
P 2.103 -0.250 1.248 0.686
F 1.699 1.145 2.062 -0.582
H 0.545 -1.594 -0.692 0.021
C -0.932 0.199 0.277 -0.900
H -1.104 1.150 -0.074 0.237
```

E_HOMO (spin up / spin down)   -8.5352 / -9.0512 eV
Net charge   0
Gap between HOMO and LUMO (spin up / spin down)   5.7784 / 7.3130 eV
Spin multiplicity   1



ii | An isolated molecule of CH4FIP2, computed with ωB97M-V/def2-TZVPD.

```
9
Properties=species:S:1:pos:R:3:nbo_charge:R:1
H -0.614 -0.335 -1.341 0.274
P 0.533 0.351 0.542 0.553
I 2.774 -0.969 0.260 -0.266
H -1.550 -0.580 0.201 0.261
H -0.215 -1.797 -0.279 0.270
P -0.056 2.339 0.225 0.464
H 0.544 -0.187 1.872 0.028
C -0.558 -0.756 -0.303 -0.987
F -0.858 1.935 -1.178 -0.598
```

E_HOMO   -8.0710 eV
Net charge   0
Gap between HOMO and LUMO   7.1472 eV
Spin multiplicity   1



Stability, descending: ii, i



i | A cluster of 2 separate species, C3H10N4 in total, computed with ωB97M-V/def2-TZVPD.

```
17
Properties=species:S:1:pos:R:3:nbo_charge:R:1
H -2.138 0.461 -1.570 0.180
H 2.663 -0.701 1.345 0.327
N 1.090 -0.200 0.253 -0.178
N 2.166 0.144 1.064 -0.635
C 0.080 -0.972 0.907 0.256
H 2.831 0.659 0.487 0.370
H 1.512 -1.682 -1.011 0.337
H -0.280 1.268 -0.052 0.219
N 1.509 -0.661 -0.998 -0.668
H 0.822 -0.353 -1.688 0.359
C -2.379 1.145 -0.759 -0.398
N -0.728 -1.825 0.386 -0.658
H -0.582 -1.867 -0.623 0.320
H -1.690 2.282 0.860 0.193
C -1.417 1.634 0.029 -0.411
H -3.433 1.353 -0.590 0.196
H -0.026 -0.686 1.963 0.191
```

E_HOMO   -9.2261 eV
Net charge   0
Gap between HOMO and LUMO   10.0531 eV
Spin multiplicity   1



ii | An isolated molecule of C3H10N4, computed with ωB97M-V/def2-TZVPD.

```
17
Properties=species:S:1:pos:R:3:nbo_charge:R:1
H -0.508 -1.967 -0.528 0.198
H 0.919 1.124 1.268 0.154
H -0.132 1.281 -2.156 0.339
H -2.310 1.219 -0.164 0.362
H 1.495 1.444 -0.398 0.178
N -1.398 1.468 0.209 -0.659
N 1.619 -0.548 0.172 -0.673
H -1.321 -1.241 0.960 0.191
H -1.184 2.408 -0.130 0.344
C -0.408 -1.437 0.410 -0.048
H 1.387 -2.462 0.979 0.224
C 0.914 -1.481 1.058 -0.335
N -0.558 0.448 -1.742 -0.682
C 1.020 0.702 0.254 -0.085
H 0.057 -0.331 -1.989 0.378
N -0.466 0.538 -0.314 -0.052
H 0.874 -1.165 2.111 0.166
```

E_HOMO (spin up / spin down)   -7.1006 / -7.1013 eV
Net charge   0
Gap between HOMO and LUMO (spin up / spin down)   7.4511 / 7.4522 eV
Spin multiplicity   1



Stability, descending: i, ii



i | An isolated molecule of C3H10N4, computed with ωB97M-V/def2-TZVPD.

```
17
Properties=species:S:1:pos:R:3:nbo_charge:R:1
H -0.737 2.298 -0.399 0.235
C 0.591 0.613 -0.091 0.360
H -2.040 -0.862 -1.360 0.348
H 2.976 -0.935 -0.879 0.355
H -1.540 -0.863 1.360 0.162
N -0.446 -0.437 -0.426 -0.354
N -1.548 0.189 -1.019 -0.603
H 1.346 -1.551 -0.881 0.364
H 1.229 2.535 0.097 0.261
N 1.874 0.465 -0.155 -0.269
H -2.094 0.452 -0.133 0.312
C -0.661 -1.359 0.787 -0.433
C 0.086 2.014 0.273 -0.698
H -0.265 2.072 1.404 0.220
H -1.183 -2.222 0.487 0.197
N 2.143 -0.929 -0.369 -0.697
H 0.270 -1.480 1.305 0.240
```

E_HOMO   -8.5159 eV
Net charge   0
Gap between HOMO and LUMO   9.3528 eV
Spin multiplicity   1



ii | A structure of composition C3H10N4, computed with ωB97M-V/def2-TZVPD.

```
17
Properties=species:S:1:pos:R:3:nbo_charge:R:1
H 0.872 -0.744 1.089 0.314
N 2.242 -0.066 0.275 -0.834
C -0.225 -1.153 1.140 -0.542
N 1.250 1.971 -0.341 -0.780
C 1.427 0.708 -0.443 0.526
H -2.630 0.078 0.729 0.231
H 2.453 -0.942 -0.195 0.322
N -0.918 -0.776 -0.025 -0.160
H -2.105 0.779 -0.798 0.197
H 0.459 2.315 -0.876 0.319
N 0.380 -0.142 -1.210 -0.571
H 0.735 -1.021 -1.571 0.404
H -1.253 1.210 0.716 0.212
H -0.127 -2.239 1.202 0.210
H -0.626 -0.712 2.055 0.218
C -1.752 0.406 0.164 -0.461
H -0.184 0.328 -1.912 0.395
```

E_HOMO (spin up / spin down)   -7.7305 / -7.7312 eV
Net charge   0
Gap between HOMO and LUMO (spin up / spin down)   7.4907 / 7.4920 eV
Spin multiplicity   1



Stability, descending: ii, i